Run 1
A molecular structure, C3H6N4O. Source: the Open Molecules 2025 dataset; level of theory: ωB97M-V/def2-TZVPD.

Kohn-Sham gap	8.07	eV
LUMO level	-0.31	eV
spin multiplicity	1

Geometry (Å):
C1 2.17626 0.51997 -0.11879
C2 -0.10140 1.15826 0.06587
C3 -1.95326 -0.25417 0.18948
H1 1.26900 -1.43936 -0.37127
H2 2.58192 1.49199 0.34480
H3 3.89347 -0.71195 -0.12081
H4 0.37847 2.24296 0.21005
H5 -1.06037 -1.13840 0.81536
H6 -3.24933 -1.43722 -0.05572
N1 0.72174 0.22285 0.07761
N2 2.67850 -0.60772 -0.37956
N3 -1.47659 1.12538 0.01434
N4 -3.10427 -0.51157 -0.44693
O1 0.46520 -1.14437 0.43749



Run 2
A single C3H6N4O molecule. Source: the Open Molecules 2025 dataset; level of theory: ωB97M-V/def2-TZVPD.

Kohn-Sham gap	9.42	eV
LUMO level	0.20	eV
SMILES	C=N/N=C\C(=O)NN
spin multiplicity	1

Geometry (Å):
C1 0.68724 2.10215 -1.01933
N1 0.01168 1.04700 -0.73919
N2 -0.75354 1.20820 0.41867
C2 -0.51881 0.26317 1.30227
C3 0.56509 -0.85572 1.20346
O1 1.84049 -0.71836 1.41269
N3 0.09445 -1.86587 0.33592
N4 -1.05858 -1.59969 -0.30837
H1 0.93828 3.04824 -0.53129
H2 0.90017 2.40771 -2.03419
H3 -1.39981 0.56815 2.09243
H4 0.97045 -2.27740 -0.23975
H5 -0.99100 -0.77945 -1.14492
H6 -1.28611 -2.54813 -0.74841



Run 3
A single C3H6N4O molecule. Source: the Open Molecules 2025 dataset; level of theory: ωB97M-V/def2-TZVPD.

Kohn-Sham gap	8.42	eV
LUMO level	0.87	eV
SMILES	Nc1c[nH]c(=O)n1N
spin multiplicity	1

Geometry (Å):
N1 -2.10274 0.29576 0.13196
C1 -0.71030 0.43832 -0.07383
C2 -0.05313 1.57427 0.10554
N2 1.33458 1.31488 -0.08308
C3 1.64043 0.02752 -0.16951
O1 2.60604 -0.68621 -0.28659
N3 0.09784 -0.62996 -0.25087
N4 -0.13374 -1.93196 0.12907
H1 -2.86280 0.63616 -0.42386
H2 -2.24079 -0.78699 0.08863
H3 -0.48424 2.54771 0.28288
H4 1.97276 1.93628 0.37690
H5 0.58675 -2.16686 0.79310
H6 0.34932 -2.56893 -0.62036



The structure with the most favorable energy is run 3; the runner-up is 3.451 eV above it.